[1]
The following is a DFT calculation (ωB97M-V with the def2-TZVPD basis set) of C5H10O in the gas phase.

Results
LUMO (eV): 0.9
Kohn-Sham gap (eV): 10.167

ORCA input file:
```
! RIJCOSX wB97M-V def2-TZVPD def2/J DEFGRID3
* xyz 0 1
C 1.95 -1.18 1.12
C 1.59 -0.56 -0.24
C 0.46 0.09 -0.45
C -0.75 0.35 0.37
C -1.92 0.55 -0.59
O -1.67 1.46 -1.72
H 2.39 -2.16 0.98
H 0.96 -1.36 1.59
H 2.68 -0.58 1.70
H 2.30 -0.66 -1.07
H 0.32 0.54 -1.48
H -0.73 1.28 0.89
H -0.96 -0.47 1.03
H -2.81 0.93 -0.04
H -2.23 -0.55 -0.86
H -1.58 2.33 -1.21
*
```



[2]
The following is a DFT calculation (ωB97M-V with the def2-TZVPD basis set) of a molecular structure, C41H53IN6O5RbSSi.

Results
<S²>: 0.76
LUMO (spin up / spin down) (eV): 3.6 / 3.6
Kohn-Sham gap (spin up / spin down) (eV): 5.190 / 5.188

ORCA input file:
```
! RIJCOSX wB97M-V def2-TZVPD def2/J DEFGRID3
* xyz -2 2
Rb 0.17 0.06 -1.01
C -2.02 1.21 1.42
Si -0.86 2.00 2.48
C 0.49 2.96 1.50
N 1.42 2.12 0.66
C 2.27 1.24 1.49
C 3.72 1.15 0.90
C 4.34 2.55 0.80
C 3.42 3.61 0.17
C 2.16 2.93 -0.34
C -1.45 3.47 3.62
C -2.57 3.21 4.35
C -3.04 4.16 5.29
C -2.49 5.45 5.37
C -1.41 5.70 4.58
C -0.94 4.75 3.72
C -0.10 0.83 3.86
C -0.27 -0.56 3.81
C 0.34 -1.37 4.79
C 1.20 -0.83 5.74
C 1.52 0.50 5.65
C 0.87 1.33 4.75
H -2.29 1.93 0.67
H -2.69 0.33 1.57
H 1.10 3.73 2.04
H -0.16 3.51 0.85
H 1.78 0.26 1.52
H 2.43 1.73 2.44
H 3.72 0.69 -0.08
H 4.35 0.51 1.50
H 5.31 2.48 0.27
H 4.62 2.92 1.80
H 4.00 4.16 -0.61
H 3.05 4.34 0.91
H 2.44 2.29 -1.18
H 1.48 3.64 -0.78
H -3.02 2.24 4.35
H -3.90 3.92 5.91
H -2.91 6.17 6.05
H -0.99 6.74 4.54
H -0.05 4.97 3.16
H -0.94 -1.03 3.11
H 0.07 -2.43 4.86
H 1.53 -1.46 6.55
H 2.19 0.91 6.39
H 0.98 2.41 4.85
N -2.39 -2.92 0.44
C -1.36 -3.87 0.91
C -0.92 -4.84 -0.20
C 0.27 -4.22 -0.94
N 0.05 -2.85 -1.40
H -1.97 -2.27 -0.22
H -2.72 -2.30 1.19
H -1.80 -4.44 1.75
H -0.43 -3.39 1.32
H -1.78 -4.99 -0.87
H -0.74 -5.84 0.25
H 0.59 -4.85 -1.74
H 1.17 -4.16 -0.27
H -0.60 -2.68 -2.21
H 0.91 -2.42 -1.72
O 1.98 -2.31 1.10
N 3.25 -2.26 1.33
C 4.19 -2.38 0.38
C 5.53 -2.20 0.60
C 6.00 -1.99 1.91
C 5.05 -1.84 2.91
C 3.71 -1.96 2.61
H 3.73 -2.48 -0.58
H 6.21 -2.21 -0.27
H 7.07 -1.96 2.01
H 5.33 -1.59 3.94
H 2.90 -1.76 3.32
O -2.44 -1.04 -2.37
S -3.44 -0.15 -2.98
C -5.01 -0.94 -2.73
C -5.00 -2.00 -1.85
C -6.24 -2.53 -1.50
C -7.40 -1.96 -1.95
C -7.39 -0.83 -2.76
C -6.19 -0.32 -3.14
C -3.43 -0.36 -4.78
C -3.30 -1.58 -5.40
C -3.23 -1.57 -6.79
C -3.34 -0.39 -7.53
C -3.43 0.82 -6.84
C -3.43 0.83 -5.43
H -4.12 -2.44 -1.50
H -6.26 -3.36 -0.80
H -8.32 -2.41 -1.73
H -8.29 -0.32 -3.05
H -6.12 0.63 -3.67
H -3.21 -2.53 -4.92
H -3.16 -2.52 -7.32
H -3.31 -0.42 -8.62
H -3.41 1.79 -7.31
H -3.43 1.74 -4.84
N 3.57 0.29 -4.01
C 3.83 -0.18 -2.79
O 2.87 -0.43 -2.04
C 5.19 -0.35 -2.36
I 7.03 -2.69 -3.94
H 2.60 0.51 -4.26
H 4.26 0.59 -4.70
H 5.29 -0.96 -1.47
H 5.98 0.13 -2.91
O -0.90 1.86 -3.43
N 0.03 1.07 -3.82
O 1.05 1.59 -4.30
*
```



[3]
The following is a DFT calculation (ωB97M-V with the def2-TZVPD basis set) of a gas-phase ion, C5H6N5O2 (charge -1).

Results
LUMO (eV): 3.3
Kohn-Sham gap (eV): 7.931

ORCA input file:
```
! RIJCOSX wB97M-V def2-TZVPD def2/J DEFGRID3
* xyz -1 1
N 0.55 -2.77 -1.40
C 0.71 -2.31 -0.20
N 0.82 -1.42 0.65
C 0.96 -0.05 0.14
N 2.17 0.37 -0.15
N 3.21 0.85 0.46
O 3.26 1.27 1.70
O 4.32 0.68 -0.15
N -0.05 0.76 0.29
C -1.31 0.32 0.54
C -2.43 1.39 0.47
C -2.19 0.46 -0.65
H 1.10 -3.47 -1.89
H -1.35 -0.63 1.08
H -1.99 2.35 0.38
H -3.40 1.52 1.05
H -2.99 -0.09 -1.05
H -1.38 0.79 -1.27
*
```



[4]
The following is a DFT calculation (ωB97M-V with the def2-TZVPD basis set) of a molecular structure, C34H37FN8O4SSr.

Results
LUMO (eV): -1.9
Kohn-Sham gap (eV): 3.327

ORCA input file:
```
! RIJCOSX wB97M-V def2-TZVPD def2/J DEFGRID3
* xyz 0 1
Sr -0.69 -0.10 0.23
C 1.58 3.15 1.06
C 0.32 3.18 0.43
C 0.40 2.40 -0.74
C 1.71 1.86 -0.81
C 2.43 2.34 0.29
H 1.85 3.69 1.96
H -0.55 3.72 0.77
H -0.40 2.23 -1.45
H 2.09 1.20 -1.59
H 3.48 2.14 0.50
C -5.63 -2.38 -5.84
C -5.04 -0.97 -5.89
N -3.90 -0.81 -4.99
C -4.11 -0.30 -3.75
C -3.19 -0.15 -2.77
C -3.73 0.45 -1.45
O -4.94 0.68 -1.43
O -2.88 0.63 -0.54
C -1.83 -0.57 -3.04
O -0.86 -0.51 -2.29
C -1.61 -1.14 -4.40
C -0.32 -1.56 -4.72
C -0.07 -2.08 -5.95
F 1.20 -2.43 -6.29
C -1.08 -2.25 -6.90
C -2.36 -1.83 -6.58
C -2.64 -1.26 -5.34
N -0.84 -2.80 -8.19
C 0.00 -3.99 -8.28
C -0.13 -4.55 -9.71
N -1.31 -3.88 -10.35
C -1.04 -2.42 -10.57
C -0.49 -1.86 -9.24
H -6.48 -2.46 -6.52
H -5.97 -2.61 -4.83
H -4.89 -3.13 -6.12
H -5.79 -0.25 -5.58
H -4.74 -0.70 -6.90
H -5.12 0.02 -3.51
H 0.46 -1.44 -3.98
H -3.14 -1.99 -7.32
H -0.35 -4.72 -7.55
H 1.05 -3.80 -8.08
H -0.29 -5.63 -9.73
H 0.73 -4.32 -10.33
H -2.09 -3.95 -9.69
H -1.57 -4.34 -11.23
H -1.99 -1.96 -10.85
H -0.34 -2.34 -11.39
H -0.96 -0.90 -9.03
H 0.59 -1.70 -9.32
O 0.93 -1.89 0.53
C 1.09 -3.13 0.28
C 2.39 -3.66 0.02
C 2.60 -4.98 -0.27
C 1.54 -5.89 -0.31
C 0.27 -5.42 -0.05
C 0.01 -4.08 0.26
C -1.36 -3.67 0.56
N -1.92 -2.47 0.50
C -3.24 -2.62 0.83
C -3.51 -3.92 1.12
N -2.31 -4.58 0.95
H 3.20 -2.95 0.05
H 3.61 -5.33 -0.46
H 1.70 -6.93 -0.56
H -0.56 -6.12 -0.12
H -3.91 -1.77 0.84
H -4.40 -4.42 1.43
H -2.13 -5.54 1.14
C -3.02 -2.52 4.71
C -1.53 -2.80 4.70
C -0.73 -1.67 4.13
N -1.22 -0.74 3.39
N -0.29 0.14 2.91
C 0.92 -0.14 3.31
N 2.01 0.59 2.97
S 0.99 -1.53 4.35
H -3.56 -3.38 5.11
H -3.38 -2.32 3.70
H -3.25 -1.65 5.32
H -1.32 -3.69 4.10
H -1.16 -3.02 5.71
H 1.86 1.32 2.27
H 2.88 0.10 2.89
*
```



[5]
The following is a DFT calculation (ωB97M-V with the def2-TZVPD basis set) of a molecular structure, C13H17BrFeO.

Results
<S²>: 6.03
LUMO (spin up / spin down) (eV): 5.6 / 5.5
Kohn-Sham gap (spin up / spin down) (eV): 4.437 / 4.391

ORCA input file:
```
! RIJCOSX wB97M-V def2-TZVPD def2/J DEFGRID3
* xyz -2 5
C 1.40 -1.76 1.12
C 0.94 -0.65 1.88
C -0.48 -0.79 2.03
H 1.57 0.13 2.33
C -0.90 -1.96 1.35
C 0.27 -2.56 0.80
H 0.27 -3.48 0.23
H 2.44 -1.94 0.87
H -1.16 -0.18 2.63
H -1.92 -2.35 1.35
Fe 0.20 0.06 -1.05
Br -0.22 2.00 -2.36
C -0.19 -0.96 -2.98
C -0.12 -2.29 -2.46
C 1.15 -2.47 -1.88
H -0.88 -3.06 -2.60
C 1.88 -1.25 -1.97
C 1.15 -0.39 -2.87
H 1.53 0.51 -3.32
H -1.01 -0.56 -3.59
H 1.52 -3.41 -1.52
H 2.92 -1.13 -1.69
C -1.40 3.11 0.27
C -0.37 2.28 0.98
C -0.85 2.32 2.42
O -0.26 0.93 0.53
H -2.41 2.83 0.61
H -1.44 2.94 -0.82
H -1.20 4.16 0.50
H 0.61 2.78 0.87
H -1.92 2.13 2.43
H -0.40 1.63 3.12
H -0.74 3.34 2.80
*
```



ΔE to the lowest compared entry with this formula, charge and spin values (in kcal/mol) by entry order: 40.7 10.0 167.8 19.7 64.9.
DFT total energy values (in Eh) by entry order: -271.6878 -3308.1900 -618.1778 -2585.6469 -4418.3782.